Arrangement a

{"formula": "C8H16N2O3", "method": "ωB97M-V with the def2-TZVPD basis set", "species": ["C", "C", "C", "C", "C", "N", "C", "O", "N", "C", "C", "O", "O", "H", "H", "H", "H", "H", "H", "H", "H", "H", "H", "H", "H", "H", "H", "H", "H"], "coordinates": [[1.389, 3.541, 2.578], [1.274, 3.226, 1.091], [1.069, 1.764, 0.563], [1.959, 1.540, -0.730], [-0.365, 1.280, 0.204], [-1.388, 1.920, 1.043], [-0.469, -0.259, 0.104], [-1.104, -0.897, 0.904], [0.144, -0.763, -0.990], [0.301, -2.177, -0.929], [-0.750, -3.224, -1.435], [-0.822, -3.842, -2.400], [-1.748, -3.291, -0.493], [1.582, 4.608, 2.502], [2.155, 3.001, 3.312], [0.494, 3.335, 3.063], [0.784, 3.886, 0.338], [2.229, 3.327, 0.817], [1.389, 1.126, 1.412], [2.967, 1.269, -0.561], [1.907, 2.513, -1.317], [1.359, 1.040, -1.566], [-0.675, 1.425, -0.857], [-1.527, 1.532, 2.029], [-1.580, 2.809, 0.847], [0.347, -0.246, -1.761], [0.706, -2.563, -0.022], [1.171, -2.329, -1.638], [-1.659, -2.742, 0.274]], "mulliken_charge": [-1.37, -1.15, 0.82, -1.32, -0.54, -0.56, 0.62, -0.72, -0.05, -1.09, 0.62, -0.48, -0.50, 0.37, 0.28, 0.37, 0.43, 0.58, 0.32, 0.32, 0.41, 0.16, 0.45, 0.22, 0.20, 0.31, 0.50, 0.38, 0.40], "lumo_ev": 0.53, "orbital_gap_ev": 9.67, "molar_mass_g_mol": 188.227, "smiles": "CC[C@H](C)[C@H](N)C(=O)NCC(=O)O"}

Arrangement b

{"formula": "C8H16N2O3", "method": "ωB97M-V with the def2-TZVPD basis set", "species": ["C", "C", "C", "C", "N", "C", "O", "N", "C", "C", "C", "O", "O", "H", "H", "H", "H", "H", "H", "H", "H", "H", "H", "H", "H", "H", "H", "H", "H"], "coordinates": [[-0.616, -2.101, 1.531], [0.301, -1.389, 0.623], [1.328, -2.273, 0.011], [-0.449, -0.741, -0.612], [-1.032, -1.753, -1.319], [0.398, 0.056, -1.502], [0.798, -0.322, -2.594], [0.946, 1.309, -1.148], [0.355, 2.239, -0.239], [-0.953, 2.841, -0.670], [0.189, 1.809, 1.306], [-0.557, 1.033, 1.784], [1.089, 2.380, 2.101], [-1.075, -2.916, 1.073], [-0.127, -2.583, 2.360], [-1.274, -1.386, 2.048], [0.813, -0.559, 1.149], [2.065, -1.766, -0.550], [0.669, -2.763, -0.693], [1.662, -3.120, 0.641], [-1.200, -0.006, -0.341], [-1.826, -2.008, -0.897], [-1.192, -1.366, -2.225], [1.448, 1.626, -2.042], [1.053, 3.113, -0.372], [-0.871, 2.683, -1.804], [-1.839, 2.215, -0.263], [-0.915, 3.828, -0.181], [0.811, 1.919, 2.824]], "mulliken_charge": [-1.96, 0.86, -1.59, 0.29, -0.61, -0.13, -0.68, -0.26, 0.25, -1.24, 0.37, -0.50, -0.48, 0.50, 0.45, 0.33, 0.16, 0.35, 0.47, 0.39, 0.55, 0.20, 0.23, 0.32, 0.42, 0.30, 0.23, 0.45, 0.33], "lumo_ev": 0.64, "orbital_gap_ev": 9.88, "molar_mass_g_mol": 188.227, "smiles": "CC(C)[C@H](N)C(=O)N[C@@H](C)C(=O)O"}

Which of them is most stable, and which least? Most stable: arrangement b; least stable: arrangement a.

Arrangement a

{"formula": "C3H9N4", "method": "ωB97M-V with the def2-TZVPD basis set", "species": ["C", "C", "C", "N", "N", "N", "N", "H", "H", "H", "H", "H", "H", "H", "H", "H"], "coordinates": [[0.572, 0.810, -0.064], [-0.560, 0.084, 0.117], [1.946, 0.221, -0.172], [-0.861, -1.088, -0.138], [-2.383, 1.115, -0.051], [-1.962, -1.680, -0.239], [2.056, -1.197, -0.056], [0.552, 1.858, -0.068], [2.634, 0.750, -0.836], [2.276, 0.727, 0.840], [-2.812, 1.600, 0.806], [-2.434, 1.829, -0.750], [-2.026, -2.684, -0.368], [-2.955, 0.275, -0.441], [1.636, -1.700, -0.776], [3.044, -1.404, 0.046]], "mulliken_charge": [-0.40, 0.83, -0.48, 0.40, -0.76, -0.87, -0.51, 0.39, 0.41, 0.30, 0.30, 0.30, 0.28, 0.36, 0.20, 0.25], "charge": 1, "lumo_ev": -5.45, "orbital_gap_ev": 8.04, "molar_mass_g_mol": 101.133}

Arrangement b

{"formula": "C3H9N4", "method": "ωB97M-V with the def2-TZVPD basis set", "species": ["N", "C", "C", "C", "N", "N", "N", "H", "H", "H", "H", "H", "H", "H", "H", "H"], "coordinates": [[-0.394, -1.906, -0.117], [-0.391, -0.517, -0.253], [0.664, 0.158, -1.672], [0.696, 1.536, -0.964], [0.579, 1.435, 0.285], [0.308, 0.168, 0.803], [-0.418, 0.291, 2.031], [-0.868, -2.494, -0.904], [0.482, -2.342, 0.261], [-1.396, -0.073, -0.406], [0.087, 0.270, -2.552], [1.657, -0.205, -1.966], [0.892, 2.490, -1.286], [0.247, 0.838, 2.526], [-0.846, -0.609, 2.308], [-1.297, 0.960, 1.907]], "mulliken_charge": [-0.55, -0.27, -0.66, -0.02, -0.67, 0.18, -0.26, 0.27, 0.26, 0.42, 0.32, 0.32, 0.52, 0.37, 0.36, 0.41], "charge": 1, "lumo_ev": -3.53, "orbital_gap_ev": 9.65, "molar_mass_g_mol": 101.133, "smiles": "N[C@@H]1CC=NN1[NH3+]"}

Arrangement c

{"formula": "C3H9N4", "method": "ωB97M-V with the def2-TZVPD basis set", "species": ["C", "N", "N", "N", "C", "C", "N", "H", "H", "H", "H", "H", "H", "H", "H", "H"], "coordinates": [[-2.390, -1.802, -0.787], [-1.122, -1.295, -0.405], [-1.040, -0.081, -0.324], [0.256, 0.427, 0.120], [1.438, -0.386, 0.315], [0.465, 1.734, 0.331], [1.550, 2.229, 0.779], [-2.117, -2.646, -1.499], [-3.064, -1.152, -1.419], [-3.093, -2.218, -0.010], [1.825, -0.465, 1.353], [1.453, -1.488, -0.027], [2.235, 0.092, -0.388], [-0.373, 2.218, -0.118], [1.689, 3.192, 1.066], [2.289, 1.640, 1.012]], "mulliken_charge": [-0.66, -0.18, -0.31, 0.41, -0.96, 0.19, -0.26, 0.27, 0.33, 0.29, 0.34, 0.29, 0.38, 0.44, 0.26, 0.19], "charge": 1, "lumo_ev": -4.05, "orbital_gap_ev": 10.20, "molar_mass_g_mol": 101.133, "smiles": "C/N=N/N(C)C=[NH2+]"}

Which of them is most stable, and which least? Most stable: arrangement c; least stable: arrangement a.

Arrangement a

{"formula": "C3H9N4", "method": "ωB97M-V with the def2-TZVPD basis set", "species": ["C", "C", "C", "N", "N", "N", "N", "H", "H", "H", "H", "H", "H", "H", "H", "H"], "coordinates": [[0.968, 1.198, 0.143], [1.888, 0.362, -0.160], [-0.458, -0.633, 0.500], [-0.366, 0.762, 0.362], [-1.410, -1.305, -0.103], [-1.434, 1.307, -0.393], [1.225, -0.995, -0.189], [1.132, 2.194, 0.352], [2.998, 0.485, -0.269], [-0.288, -1.061, 1.447], [-1.825, -1.969, 0.520], [-1.816, -1.128, -1.028], [-1.049, 2.212, -0.622], [-2.182, 1.549, 0.255], [1.061, -1.235, -1.228], [1.556, -1.742, 0.415]], "mulliken_charge": [-0.55, -0.25, -0.04, 0.31, -0.35, -0.70, -0.43, 0.52, 0.41, 0.39, 0.24, 0.26, 0.28, 0.24, 0.35, 0.33], "charge": 1, "lumo_ev": -3.03, "orbital_gap_ev": 9.77, "molar_mass_g_mol": 101.133}

Arrangement b

{"formula": "C3H9N4", "method": "ωB97M-V with the def2-TZVPD basis set", "species": ["N", "C", "C", "C", "N", "N", "N", "H", "H", "H", "H", "H", "H", "H", "H", "H"], "coordinates": [[2.232, 0.624, 0.461], [1.058, 0.151, -0.091], [0.625, -1.093, 0.147], [-0.782, -1.371, -0.311], [-1.124, 0.249, -0.472], [-1.687, 0.653, 0.815], [0.115, 0.904, -0.761], [3.028, 0.070, 0.400], [2.402, 1.528, 0.636], [1.290, -1.859, 0.629], [-0.929, -1.868, -1.289], [-1.524, -1.860, 0.375], [-1.928, 0.494, -1.121], [-0.910, 0.731, 1.453], [-2.182, 1.556, 0.866], [0.317, 1.091, -1.736]], "mulliken_charge": [-0.41, 0.12, -0.28, -0.27, 0.13, -0.57, -0.31, 0.21, 0.19, 0.35, 0.25, 0.30, 0.41, 0.28, 0.31, 0.30], "charge": 1, "lumo_ev": -3.25, "orbital_gap_ev": 9.37, "molar_mass_g_mol": 101.133, "smiles": "NC1=CC[N@@H+](N)N1"}

Arrangement c

{"formula": "C3H9N4", "method": "ωB97M-V with the def2-TZVPD basis set", "species": ["C", "C", "C", "N", "N", "N", "N", "H", "H", "H", "H", "H", "H", "H", "H", "H"], "coordinates": [[1.694, 0.334, -0.722], [1.309, 1.522, -0.199], [0.815, -0.663, -0.091], [-0.053, 0.124, 0.751], [1.333, -1.772, 0.585], [-2.018, 0.183, -0.096], [0.294, 1.305, 0.635], [2.357, 0.065, -1.552], [1.574, 2.565, -0.328], [0.275, -1.158, -1.043], [0.997, -2.713, 0.415], [1.437, -1.494, 1.581], [-2.411, -0.039, 0.801], [-2.534, -0.399, -0.783], [-0.239, 2.039, 1.118], [-2.090, 1.185, -0.476]], "mulliken_charge": [-0.53, -0.29, 0.46, -0.40, -0.53, -0.66, 0.22, 0.36, 0.45, 0.29, 0.26, 0.24, 0.27, 0.28, 0.29, 0.28], "charge": 1, "lumo_ev": [-5.34, -5.34], "orbital_gap_ev": [8.23, 8.23], "molar_mass_g_mol": 101.133}

Which of them is most stable, and which least? Most stable: arrangement a; least stable: arrangement c.

Arrangement a

{"formula": "C2H2N2OS", "method": "ωB97M-V with the def2-TZVPD basis set", "species": ["N", "C", "C", "S", "N", "O", "H", "H"], "coordinates": [[-0.650, -1.241, 2.486], [-0.452, -0.981, 1.365], [-0.086, -0.523, 0.005], [0.025, -1.495, -1.313], [0.102, 0.790, -0.105], [0.484, 1.372, -1.225], [-0.014, 1.466, 0.627], [0.591, 0.612, -1.839]], "mulliken_charge": [-0.33, 0.09, 0.57, -0.45, -0.07, -0.32, 0.24, 0.28], "lumo_ev": -0.58, "orbital_gap_ev": 8.97, "molar_mass_g_mol": 102.118, "smiles": "N#CC(=S)NO"}

Arrangement b

{"formula": "C2H2N2OS", "method": "ωB97M-V with the def2-TZVPD basis set", "species": ["N", "C", "O", "H", "N", "C", "S", "H"], "coordinates": [[1.459, -0.627, -1.636], [0.333, -0.630, -2.052], [-0.741, -0.473, -2.436], [1.595, -1.094, -0.693], [-0.556, 1.395, 2.088], [-0.556, 0.294, 1.644], [-0.345, -1.004, 0.908], [-1.189, 2.138, 2.177]], "mulliken_charge": [-0.53, 0.64, -0.39, 0.29, -0.34, 0.52, -0.49, 0.29], "lumo_ev": 0.58, "orbital_gap_ev": 10.51, "molar_mass_g_mol": 102.118, "smiles": "N=C=O.N=C=S"}

Which of them is most stable, and which least? Most stable: arrangement b; least stable: arrangement a.